(1)
Molecular formula: C12H33N2NaO6S3
Method: DFT, ωB97M-V/def2-TZVPD

Each line ends with the Löwdin charge.
Cartesian coordinates (Å):
Na1 0.026 -0.546 0.866  0.78
N1 -0.639 -2.304 4.890  -0.70
O1 -0.347 -2.781 3.793  -0.11
O2 -0.647 -1.088 5.046  -0.08
O3 -0.837 -3.064 5.839  -0.06
C1 4.721 1.952 3.082  -0.08
C2 3.388 1.393 2.556  -0.23
N2 2.919 1.785 1.175  -0.18
C3 3.878 1.630 0.050  -0.26
C4 4.159 0.133 -0.160  -0.08
C5 2.536 3.215 1.132  -0.25
C6 1.475 3.745 2.227  -0.06
H1 5.589 1.829 2.435  0.06
H2 4.906 1.436 4.025  0.08
H3 4.548 3.021 3.204  0.06
H4 3.429 0.307 2.639  0.10
H5 2.655 1.653 3.319  0.10
H6 3.585 2.068 -0.905  0.10
H7 4.798 2.203 0.170  0.10
H8 4.536 -0.109 -1.154  0.07
H9 4.788 -0.298 0.619  0.07
H10 3.276 -0.504 -0.129  0.06
H11 2.020 3.264 0.173  0.10
H12 3.433 3.834 1.127  0.10
H13 1.255 4.749 1.866  0.06
H14 1.964 3.896 3.190  0.06
H15 0.593 3.105 2.257  0.07
C7 1.772 0.732 -4.786  -0.26
S1 0.024 0.885 -4.186  0.86
O4 0.106 0.567 -2.707  -0.62
C8 -0.154 2.779 -3.979  -0.22
H16 2.542 1.362 -4.340  0.05
H17 1.783 0.820 -5.872  0.04
H18 2.079 -0.302 -4.632  0.04
H19 -0.079 3.352 -4.903  0.04
H20 0.440 3.164 -3.150  0.05
H21 -1.184 2.851 -3.628  0.03
C9 -3.537 -5.321 -2.091  -0.27
S2 -2.681 -3.776 -2.368  0.81
O5 -1.783 -3.561 -1.156  -0.58
C10 -1.518 -4.340 -3.661  -0.25
H22 -2.784 -5.943 -1.607  0.06
H23 -3.956 -5.710 -3.018  0.06
H24 -4.369 -5.143 -1.410  0.05
H25 -1.105 -5.284 -3.307  0.05
H26 -0.726 -3.592 -3.617  0.04
H27 -2.037 -4.432 -4.615  0.05
C11 -5.029 -1.666 1.883  -0.26
S3 -4.823 0.090 2.356  0.86
O6 -3.710 0.584 1.476  -0.60
C12 -6.274 0.740 1.363  -0.25
H28 -5.340 -1.657 0.838  0.04
H29 -5.865 -2.184 2.351  0.05
H30 -4.085 -2.202 1.987  0.06
H31 -7.167 0.146 1.557  0.04
H32 -6.133 0.725 0.282  0.05
H33 -6.417 1.792 1.607  0.04

Summary:
HOMO-LUMO gap = 6.075 eV
Net charge = 0


(2)
Molecular formula: C12H33N3O3
Method: DFT, ωB97M-V/def2-TZVPD

Each line ends with the Löwdin spin population.
Cartesian coordinates (Å):
C1 4.664 0.933 -0.370  0.01
C2 3.760 1.081 0.730  0.01
C3 2.861 2.380 0.571  0.03
O1 2.155 2.347 -0.702  0.03
C4 1.051 3.248 -0.812  0.17
N1 2.781 -0.091 0.721  0.00
H1 5.422 1.702 -0.220  0.00
H2 4.288 1.100 -1.379  0.00
H3 5.268 0.027 -0.325  0.00
H4 4.312 1.053 1.670  0.00
H5 3.444 3.299 0.515  0.01
H6 2.115 2.442 1.362  0.01
H7 0.677 3.115 -1.827  0.05
H8 1.310 4.284 -0.594  0.04
H9 0.241 2.874 -0.185  0.02
H10 2.240 -0.108 1.573  0.00
H11 2.098 0.422 0.182  0.00
C5 -2.838 -2.555 -2.858  0.04
C6 -1.619 -3.501 -2.601  0.01
C7 -0.884 -3.287 -1.300  0.02
O2 -0.431 -1.975 -1.110  0.00
C8 0.541 -1.561 -2.013  0.04
N2 -1.991 -4.868 -2.743  0.01
H12 -2.534 -1.528 -3.060  0.02
H13 -3.469 -2.510 -1.970  0.01
H14 -3.505 -2.996 -3.598  0.00
H15 -0.969 -3.254 -3.441  0.00
H16 -0.067 -3.993 -1.156  0.01
H17 -1.593 -3.602 -0.534  0.00
H18 1.233 -0.923 -1.463  0.00
H19 0.009 -1.096 -2.843  0.02
H20 1.163 -2.310 -2.503  0.01
H21 -1.258 -5.547 -2.893  0.01
H22 -2.479 -5.202 -1.924  0.00
C9 -2.359 -0.355 1.375  0.03
C10 -1.483 0.834 1.287  0.04
C11 -1.120 1.510 2.622  0.04
O3 -2.321 2.026 3.103  0.02
C12 -2.268 3.060 4.124  0.08
N3 -0.246 0.481 0.628  0.01
H23 -2.178 -1.001 0.516  0.00
H24 -3.410 -0.190 1.615  0.01
H25 -1.983 -1.015 2.158  0.00
H26 -2.114 1.488 0.684  0.04
H27 -0.355 2.286 2.584  0.01
H28 -0.855 0.704 3.307  0.01
H29 -1.774 2.780 5.054  0.01
H30 -3.305 3.371 4.249  0.01
H31 -1.636 3.882 3.787  0.03
H32 -0.200 -0.398 0.133  0.00
H33 -0.387 1.139 -0.125  0.02

Summary:
Spin multiplicity = 2
HOMO-LUMO gap (spin up / spin down) = 1.855 / 9.248 eV
Net charge = -1


(3)
Molecular formula: C12H34B3MgO7S2
Method: DFT, ωB97M-V/def2-TZVPD

Each line ends with the Löwdin charge.
Cartesian coordinates (Å):
Mg1 -1.488 0.307 0.236  0.29
B1 -1.802 2.461 -0.477  -0.37
H1 -2.584 2.479 -1.334  -0.01
H2 -0.873 1.827 -0.552  -0.06
H3 -1.609 3.543 -0.100  -0.02
H4 -2.251 1.927 0.409  -0.07
B2 -3.422 -0.565 0.725  -0.36
H5 -4.336 -0.121 1.285  -0.01
H6 -3.704 -1.602 0.285  -0.01
H7 -3.337 0.140 -0.153  -0.05
H8 -2.478 -0.648 1.327  -0.06
B3 0.549 -0.536 0.389  -0.36
H9 1.376 -0.820 1.151  0.00
H10 0.713 -0.986 -0.670  -0.02
H11 -0.394 -1.098 0.656  -0.02
H12 0.341 0.571 0.359  -0.03
C1 1.916 -4.374 0.194  -0.01
C2 2.637 -3.590 -0.901  -0.30
C3 3.414 -2.403 -0.382  -0.11
O1 4.792 -2.694 -0.642  0.07
C4 4.844 -3.790 -1.448  -0.57
O2 5.845 -4.147 -1.983  0.14
O3 3.655 -4.410 -1.488  0.09
H13 2.509 -4.403 1.113  0.09
H14 1.715 -5.397 -0.119  0.08
H15 1.005 -3.873 0.522  0.09
H16 1.937 -3.268 -1.672  0.15
H17 3.303 -2.269 0.692  0.12
H18 3.032 -1.506 -0.869  0.11
C5 0.761 2.511 5.018  -0.21
C6 0.083 3.633 4.207  -0.20
C7 -1.338 3.147 3.807  -0.20
S1 -1.208 1.361 3.637  0.72
O4 -1.135 1.069 2.229  -0.37
O5 -2.162 0.702 4.497  -0.29
C8 0.505 1.236 4.216  -0.20
H19 0.468 2.505 6.066  0.11
H20 1.828 2.738 4.966  0.11
H21 0.600 3.838 3.271  0.12
H22 -0.079 4.519 4.817  0.11
H23 -1.811 3.598 2.940  0.11
H24 -1.987 3.248 4.681  0.10
H25 1.033 1.318 3.266  0.11
H26 0.608 0.226 4.607  0.11
C9 -1.036 0.860 -5.018  -0.22
C10 0.097 1.158 -3.991  -0.21
C11 0.444 -0.242 -3.456  -0.20
S2 -1.199 -0.827 -2.975  0.75
O6 -1.506 -0.341 -1.650  -0.35
O7 -1.387 -2.216 -3.317  -0.31
C12 -2.130 0.215 -4.202  -0.18
H27 -0.544 0.173 -5.712  0.11
H28 -1.376 1.738 -5.565  0.11
H29 -0.254 1.777 -3.160  0.11
H30 0.915 1.731 -4.426  0.11
H31 1.200 -0.330 -2.683  0.09
H32 0.787 -0.791 -4.336  0.10
H33 -2.557 0.972 -3.539  0.10
H34 -2.926 -0.281 -4.748  0.10

Summary:
HOMO-LUMO gap = 8.268 eV
Net charge = -1


(4)
Molecular formula: C12H34BO9P3S
Method: DFT, ωB97M-V/def2-TZVPD

Each line ends with the Löwdin charge.
Cartesian coordinates (Å):
C1 -4.540 0.032 -0.876  -0.08
C2 -5.050 1.005 0.173  -0.27
O1 -4.053 1.309 1.153  -0.20
P1 -2.855 2.336 0.765  0.52
O2 -3.499 3.652 0.586  -0.21
O3 -2.148 2.532 2.224  -0.23
C3 -1.834 3.830 2.731  -0.29
C4 -2.842 4.237 3.787  -0.07
O4 -1.785 1.258 0.274  -0.20
C5 -0.960 0.453 1.134  -0.24
C6 -1.720 -0.521 2.004  -0.07
H1 -3.750 0.484 -1.479  0.07
H2 -5.348 -0.270 -1.542  0.08
H3 -4.118 -0.856 -0.405  0.07
H4 -5.407 1.927 -0.294  0.11
H5 -5.888 0.562 0.711  0.12
H6 -1.777 4.557 1.925  0.09
H7 -0.839 3.766 3.176  0.11
H8 -3.859 4.173 3.400  0.08
H9 -2.659 5.254 4.130  0.06
H10 -2.784 3.564 4.643  0.08
H11 -0.297 1.080 1.726  0.12
H12 -0.317 -0.116 0.460  0.11
H13 -2.294 -0.012 2.776  0.07
H14 -1.014 -1.193 2.494  0.08
H15 -2.415 -1.114 1.410  0.07
C7 5.678 -4.346 -1.530  -0.08
C8 5.020 -2.999 -1.769  -0.27
O5 3.694 -3.134 -2.291  -0.20
P2 2.490 -3.557 -1.285  0.52
O6 2.324 -2.421 -0.359  -0.21
O7 1.200 -3.349 -2.266  -0.23
C9 0.048 -2.621 -1.837  -0.28
C10 0.038 -1.240 -2.453  -0.07
O8 2.543 -5.137 -1.519  -0.20
C11 1.985 -5.828 -2.650  -0.25
C12 2.631 -5.486 -3.971  -0.07
H16 5.170 -4.897 -0.735  0.07
H17 6.721 -4.216 -1.242  0.08
H18 5.633 -4.962 -2.428  0.07
H19 5.000 -2.408 -0.849  0.11
H20 5.587 -2.437 -2.510  0.12
H21 -0.001 -2.570 -0.750  0.10
H22 -0.827 -3.182 -2.173  0.12
H23 0.965 -0.704 -2.245  0.08
H24 -0.798 -0.650 -2.071  0.07
H25 -0.049 -1.306 -3.539  0.08
H26 0.907 -5.692 -2.685  0.11
H27 2.150 -6.886 -2.440  0.12
H28 2.401 -4.469 -4.283  0.07
H29 2.263 -6.166 -4.741  0.08
H30 3.715 -5.579 -3.912  0.07
O9 -0.888 6.710 3.119  0.03
B1 0.321 7.317 3.033  -0.48
P3 1.957 6.386 2.618  0.30
S1 2.206 6.356 0.670  0.07
H31 -1.442 6.863 2.340  0.12
H32 0.404 8.495 3.232  0.05
H33 3.025 7.078 3.220  -0.04
H34 1.982 5.109 3.218  -0.04

Summary:
HOMO-LUMO gap = 8.258 eV
Structure (SMILES) = CCOP(=O)(OCC)OCC.CCOP(=O)(OCC)OCC.OB[PH2]=S
Net charge = 0


(5)
Molecular formula: C12H34Br2O8P3S
Method: DFT, ωB97M-V/def2-TZVPD

Each line ends with the Löwdin charge.
Cartesian coordinates (Å):
C1 1.629 -3.225 -0.512  -0.18
C2 1.415 -1.631 -0.647  -0.81
Br1 2.821 -0.810 -1.789  0.51
C3 -0.096 -1.454 -1.274  -0.80
Br2 0.197 -1.505 -3.271  0.46
P1 -0.712 0.262 -0.626  0.30
C4 -2.554 -0.001 -1.006  -0.41
C5 -3.090 -1.349 -1.575  -0.36
C6 -3.348 -2.383 -0.383  -0.57
S1 -3.824 -4.007 -1.127  0.59
H1 0.767 -3.560 0.134  0.07
H2 1.667 -3.739 -1.500  0.06
H3 2.540 -3.426 0.113  0.04
H4 1.447 -1.252 0.410  0.07
H5 -0.618 -2.360 -0.889  0.03
H6 -0.882 -0.292 0.737  -0.02
H7 0.672 0.606 -0.393  -0.07
H8 -0.560 0.852 -1.973  -0.05
H9 -1.064 1.571 -0.077  -0.06
H10 -2.891 0.830 -1.699  0.05
H11 -3.120 0.210 -0.041  0.07
H12 -2.563 -1.812 -2.440  0.05
H13 -4.141 -1.151 -1.959  0.09
H14 -2.456 -2.491 0.283  0.05
H15 -4.178 -2.005 0.276  0.08
H16 -2.762 -4.506 -1.843  -0.15
C7 5.501 -0.561 4.352  -0.15
O1 4.354 -0.979 3.597  -0.24
P2 4.164 -2.648 3.232  0.70
O2 3.445 -2.420 1.922  -0.24
O3 3.076 -2.809 4.459  -0.25
C8 3.478 -2.558 5.800  -0.14
O4 4.226 -4.357 3.066  -0.24
C9 5.153 -5.037 3.916  -0.14
H17 5.973 0.278 3.839  0.09
H18 5.185 -0.227 5.343  0.08
H19 6.235 -1.363 4.459  0.07
H20 3.142 -1.562 6.103  0.09
H21 4.563 -2.628 5.923  0.07
H22 3.008 -3.296 6.452  0.09
H23 4.841 -4.963 4.963  0.07
H24 6.156 -4.619 3.800  0.08
H25 5.179 -6.088 3.630  0.09
C10 -5.243 4.658 -2.296  -0.16
O5 -4.080 4.633 -1.461  -0.25
P3 -2.559 4.247 -2.180  0.69
O6 -1.987 3.598 -0.942  -0.26
O7 -2.149 5.848 -2.226  -0.26
C11 -2.927 6.751 -2.996  -0.15
O8 -1.206 3.861 -3.169  -0.24
C12 -1.412 3.953 -4.578  -0.15
H26 -6.030 4.067 -1.822  0.08
H27 -5.598 5.688 -2.398  0.07
H28 -5.044 4.245 -3.287  0.07
H29 -3.604 7.305 -2.339  0.09
H30 -3.509 6.236 -3.766  0.07
H31 -2.258 7.463 -3.485  0.09
H32 -1.568 4.995 -4.878  0.07
H33 -2.273 3.349 -4.879  0.08
H34 -0.525 3.571 -5.082  0.09

Summary:
HOMO-LUMO gap = 2.486 eV
Net charge = -1


(6)
Molecular formula: C12H34MnN4P2
Method: DFT, ωB97M-V/def2-TZVPD

Each line ends with the Löwdin spin population.
Cartesian coordinates (Å):
Mn1 -0.610 -0.052 0.120  3.26
H1 2.062 0.471 0.940  0.01
H2 2.140 -0.260 0.813  0.01
P1 -0.029 2.157 -0.478  -0.02
P2 -0.125 -2.262 -0.519  -0.03
C1 -1.343 -3.380 0.315  0.00
H3 -1.245 -4.393 -0.104  0.00
H4 -1.181 -3.434 1.399  0.00
H5 -2.345 -2.980 0.118  0.00
C2 -0.454 -2.747 -2.253  0.00
H6 0.319 -2.337 -2.917  0.00
H7 -0.480 -3.846 -2.335  0.00
H8 -1.427 -2.331 -2.544  0.00
C3 1.392 -3.224 -0.140  -0.01
H9 1.619 -3.193 0.934  0.00
H10 1.191 -4.266 -0.436  0.00
H11 2.253 -2.836 -0.700  0.00
C4 -0.506 2.718 -2.158  0.00
H12 -0.445 3.814 -2.232  0.00
H13 0.152 2.259 -2.906  0.00
H14 -1.535 2.394 -2.348  0.00
C5 -1.078 3.339 0.490  0.01
H15 -0.768 3.397 1.541  0.00
H16 -0.991 4.339 0.040  0.00
H17 -2.121 3.006 0.444  0.00
C6 1.556 3.081 -0.302  0.00
H18 2.345 2.665 -0.940  0.00
H19 1.383 4.133 -0.585  0.00
H20 1.889 3.050 0.744  0.00
H21 0.257 -0.012 -1.188  -0.12
H22 -1.087 -0.018 -1.344  -0.13
C7 -0.437 1.007 2.940  0.01
N1 -0.670 -0.283 2.248  0.00
C8 -2.083 -0.686 2.453  0.01
N2 -2.408 -0.856 3.875  0.00
C9 -2.157 0.449 4.538  0.00
N3 -0.758 0.884 4.376  0.00
C10 0.099 -0.157 4.969  0.00
N4 -0.123 -1.455 4.314  0.00
C11 0.180 -1.298 2.879  0.00
C12 -1.524 -1.859 4.480  0.00
H23 -1.103 1.774 2.542  0.00
H24 0.633 1.258 2.829  0.00
H25 -2.219 -1.656 1.964  0.00
H26 -2.731 0.113 2.083  0.00
H27 -2.356 0.334 5.614  0.00
H28 -2.809 1.187 4.067  0.00
H29 1.144 0.118 4.806  0.00
H30 -0.160 -0.237 6.034  0.00
H31 -0.018 -2.273 2.419  0.00
H32 1.223 -0.979 2.808  0.00
H33 -1.754 -1.951 5.551  0.00
H34 -1.663 -2.805 3.942  0.00

Summary:
Spin multiplicity = 4
HOMO-LUMO gap (spin up / spin down) = 6.583 / 7.195 eV
Net charge = +2


(7)
Molecular formula: C12H34N3O4Sr2
Method: DFT, ωB97M-V/def2-TZVPD

Each line ends with the Löwdin charge.
Cartesian coordinates (Å):
Sr1 3.605 1.678 1.065  1.70
Sr2 2.791 -1.077 -1.616  1.73
O1 1.934 0.109 0.283  -0.72
H1 1.338 0.618 0.849  -0.07
C1 -2.351 -0.336 -1.456  -0.04
C2 -1.308 -1.410 -1.694  -0.41
C3 -1.520 -2.090 -3.011  -0.24
O2 -0.578 -3.117 -3.158  -0.20
C4 -0.645 -3.751 -4.448  -0.06
N1 0.078 -0.881 -1.667  -0.05
H2 -2.322 0.412 -2.256  0.09
H3 -2.147 0.198 -0.521  0.07
H4 -3.349 -0.762 -1.393  0.10
H5 -1.384 -2.177 -0.919  0.16
H6 -1.442 -1.343 -3.830  0.14
H7 -2.555 -2.451 -3.055  0.15
H8 -1.668 -4.050 -4.684  0.10
H9 -0.030 -4.643 -4.405  0.09
H10 -0.279 -3.081 -5.231  0.09
H11 0.320 -0.374 -0.819  0.01
H12 0.216 -0.209 -2.427  0.08
C5 1.520 4.368 -2.535  -0.03
C6 1.929 3.814 -1.187  -0.39
C7 0.735 3.264 -0.415  -0.16
O3 1.165 2.887 0.911  -0.33
C8 0.075 2.513 1.782  -0.04
N2 3.033 2.796 -1.289  -0.06
H13 0.934 5.280 -2.444  0.11
H14 0.952 3.639 -3.119  0.10
H15 2.407 4.643 -3.113  0.10
H16 2.316 4.626 -0.560  0.16
H17 0.249 2.410 -0.911  0.13
H18 -0.004 4.065 -0.334  0.16
H19 -0.448 1.622 1.416  0.09
H20 -0.634 3.336 1.888  0.12
H21 0.489 2.320 2.773  0.11
H22 3.885 3.295 -1.569  0.10
H23 2.902 2.232 -2.132  0.08
C9 0.427 -2.371 4.685  -0.04
C10 0.442 -2.117 3.190  -0.43
C11 -0.800 -1.358 2.763  -0.25
O4 -1.924 -2.155 2.989  -0.16
C12 -3.124 -1.488 2.708  -0.09
N3 1.655 -1.385 2.826  0.03
H24 1.291 -2.956 4.993  0.09
H25 -0.467 -2.919 4.971  0.09
H26 0.418 -1.419 5.228  0.09
H27 0.441 -3.073 2.659  0.15
H28 -0.757 -1.100 1.678  0.11
H29 -0.864 -0.416 3.344  0.13
H30 -3.205 -1.232 1.638  0.08
H31 -3.242 -0.586 3.322  0.10
H32 -3.948 -2.158 2.944  0.10
H33 1.775 -0.569 3.423  0.07
H34 1.670 -1.071 1.868  -0.01

Summary:
HOMO-LUMO gap = 4.977 eV
Net charge = +3


(8)
Molecular formula: C12H35BMnN2O4
Method: DFT, ωB97M-V/def2-TZVPD

Each line ends with the Löwdin spin population.
Cartesian coordinates (Å):
Mn1 -0.945 -0.170 0.197  4.63
C1 -0.704 -3.135 -2.659  0.00
C2 0.319 -2.697 -1.604  0.01
O1 -0.198 -1.757 -0.774  0.09
H1 -1.508 -3.694 -2.186  0.00
H2 -0.237 -3.768 -3.428  0.00
H3 -1.059 -2.258 -3.202  0.00
H4 1.229 -2.371 -2.163  0.00
H5 0.662 -3.568 -1.017  0.00
B1 -2.820 -1.375 1.147  0.04
H6 -2.979 -2.568 1.065  0.01
H7 -3.797 -0.920 1.720  0.01
H8 -1.821 -1.117 1.757  0.01
H9 -2.773 -0.902 0.044  0.01
C3 -2.448 0.597 -2.622  0.00
O2 -2.098 1.010 -1.308  0.04
C4 -2.827 2.127 -0.825  0.00
C5 -2.758 2.149 0.700  0.00
N1 -1.394 1.781 1.167  0.04
C6 -1.258 1.714 2.627  0.00
C7 -0.212 0.676 3.129  0.00
O3 0.275 -0.173 2.105  0.03
C8 1.103 -1.180 2.630  0.00
H10 -3.228 -0.164 -2.543  0.00
H11 -1.581 0.139 -3.093  0.00
H12 -2.777 1.435 -3.238  0.00
H13 -3.868 2.053 -1.145  0.00
H14 -2.381 3.045 -1.226  0.00
H15 -3.483 1.541 1.234  0.00
H16 -2.956 3.195 0.988  0.00
H17 -0.801 2.522 0.810  0.00
H18 -2.213 1.413 3.055  0.00
H19 -1.010 2.696 3.038  0.00
H20 -0.639 0.100 3.958  0.00
H21 0.620 1.211 3.615  0.00
H22 0.555 -1.775 3.369  0.00
H23 1.978 -0.761 3.142  0.00
H24 1.414 -1.809 1.799  0.00
C9 2.060 0.383 -2.565  0.00
C10 2.143 0.360 -1.052  0.00
C11 3.512 0.876 -0.586  0.00
O4 3.641 0.830 0.811  0.00
C12 4.226 -0.370 1.299  0.00
N2 1.026 1.072 -0.364  0.03
H25 2.512 -0.528 -2.965  0.00
H26 2.635 1.171 -3.066  0.00
H27 1.027 0.426 -2.911  0.00
H28 2.218 -0.688 -0.756  0.00
H29 3.774 1.857 -1.006  0.00
H30 4.266 0.228 -1.065  0.00
H31 4.322 -0.261 2.374  0.00
H32 5.180 -0.544 0.796  0.00
H33 3.582 -1.235 1.097  0.00
H34 0.989 1.973 -0.840  0.00
H35 1.505 1.209 0.531  0.00

Summary:
Spin multiplicity = 6
HOMO-LUMO gap (spin up / spin down) = 7.438 / 7.606 eV
Net charge = 0